# 1
Molecular formula: C3H21N3O5
Method: DFT, ωB97M-V/def2-TZVPD

XYZ file:
```
32
Properties=species:S:1:pos:R:3:nbo_charge:R:1
N 0.4990 0.6794 -2.2242 -0.883
C 1.7167 -0.0785 -2.0771 -0.240
C 2.1546 -1.1241 -1.0245 -0.260
N 2.3139 -0.8471 0.3702 -0.686
C 1.0057 -0.3486 1.0369 -0.057
N -0.2071 -1.1402 0.7840 -0.983
H -0.0630 0.5773 -3.0372 0.368
H 0.7494 1.7060 -2.1762 0.378
H 2.4207 0.8157 -1.9449 0.178
H 1.8811 -0.6259 -3.0734 0.184
H 1.6219 -2.0541 -0.9736 0.201
H 3.0608 -1.5561 -1.4729 0.213
H 3.2767 -0.4319 0.6754 0.382
H 0.7570 0.6697 0.7215 0.182
H 1.2613 -0.5498 2.1198 0.203
H -0.5770 -1.2200 -0.3114 0.419
H -0.3528 -2.1895 0.9506 0.393
O -1.5049 -1.4942 -1.8684 -0.957
H -0.8400 -0.8008 -2.1577 0.471
H -2.1949 -0.8455 -1.7638 0.495
O -1.4433 -0.4852 3.4046 -0.981
H -1.1046 -0.7536 2.5824 0.493
H -0.8285 0.1792 3.9232 0.483
O -2.2182 1.1065 0.9232 -0.995
H -2.2551 0.7393 1.8203 0.486
H -1.8547 0.3224 0.4002 0.493
O -3.2004 0.6946 -1.5303 -0.987
H -2.8762 1.5926 -1.5192 0.497
H -3.9046 0.5068 -0.8218 0.510
O 1.1608 2.2008 3.0721 -0.945
H 0.2591 1.7802 2.6695 0.475
H 1.2866 2.9745 2.5225 0.470
```

Computed properties:
- E (eV) = -18156.7464
- E_LUMO (eV) = 0.4
- SMILES = NCCNCN.O.O.O.O.O
- energy above the lowest of the compared OMol25 structures with the same formula, charge and spin (kJ/mol) = 168.9

# 2
Molecular formula: C3H21O7
Method: DFT, ωB97M-V/def2-TZVPD

XYZ file:
```
31
Properties=species:S:1:pos:R:3:nbo_charge:R:1
O -0.0284 0.9504 1.7097 -0.819
H -0.7542 0.3004 1.4511 0.556
H -0.2757 1.2699 2.6236 0.548
H -0.0524 1.7532 1.0912 0.573
O 0.5844 3.1440 0.4693 -0.962
H 0.0410 3.3262 -0.3117 0.512
H 0.9979 3.9820 0.7043 0.502
O -2.1822 -0.5555 1.2018 -0.962
H -2.5729 -0.7700 0.3472 0.500
H -2.7658 -0.9555 1.8586 0.507
O -0.1700 0.9081 -1.2096 -0.970
H -1.1176 0.7393 -1.2421 0.456
H 0.2395 0.1684 -1.6982 0.509
O -0.2236 1.2863 4.3495 -0.969
H -0.0359 2.1243 4.7901 0.501
H 0.0225 0.6037 4.9850 0.507
O -2.3450 2.9203 0.1306 -0.963
H -2.5213 3.7934 0.5012 0.484
H -3.2187 2.5663 -0.0708 0.481
C 0.9923 -2.1840 -0.4968 -0.638
C 1.7865 -2.1420 -1.7937 0.085
C 1.1168 -2.9803 -2.8828 -0.629
O 1.8916 -0.7737 -2.2319 -0.748
H -0.0858 -2.1595 -0.6728 0.191
H 1.1893 -1.3280 0.1596 0.221
H 1.2793 -3.0285 0.1301 0.229
H 2.7634 -2.5755 -1.5703 0.172
H 0.9071 -3.9811 -2.4977 0.218
H 1.7672 -3.0634 -3.7527 0.216
H 0.1619 -2.5569 -3.1951 0.207
H 2.6087 -0.7820 -2.8769 0.486
```

Computed properties:
- E (eV) = -17778.4905
- E_LUMO (eV) = -2.9
- energy above the lowest of the compared OMol25 structures with the same formula, charge and spin (kJ/mol) = 0.0
- net charge = +1

# 3
Molecular formula: C3H23N2O8
Method: DFT, ωB97M-V/def2-TZVPD

XYZ file:
```
36
Properties=species:S:1:pos:R:3:nbo_charge:R:1
C -0.4718 -0.4802 1.5605 -0.212
C -0.8287 -1.3658 0.4792 -0.538
C -0.2448 -0.8653 -0.8806 0.735
N -0.4828 -1.3797 -2.0727 -0.775
O 0.4329 0.2105 -0.8409 -0.734
N -0.6945 1.0470 1.1905 -0.765
H 0.4939 -0.4977 1.9438 0.223
H -1.2008 -0.7335 2.3497 0.229
H -0.3841 -2.4353 0.5042 0.283
H -1.9658 -1.4029 0.4127 0.242
H -1.0768 -2.0721 -2.4268 0.418
H 0.1929 -0.9675 -2.7414 0.423
H -1.6431 1.3037 1.0636 0.453
H -0.1109 1.1797 0.2806 0.466
H 0.0031 1.5165 1.8414 0.472
H 2.3389 2.6283 1.8698 0.517
H 2.3616 1.2520 1.3352 0.489
O 1.8220 1.7671 1.9735 -0.978
H -3.4756 -2.4059 -1.3832 0.476
H -4.7570 -1.6060 -1.8167 0.503
O -3.7875 -1.5476 -1.5616 -0.973
H 3.2678 3.5152 -1.0787 0.476
H 2.6344 4.4890 -0.3028 0.482
O 2.8973 3.5727 -0.2427 -0.955
H 2.7433 -3.8396 2.7492 0.496
H 1.4476 -3.2921 1.8335 0.485
O 2.1306 -3.9791 2.0647 -0.980
H -2.6180 1.8253 -0.9047 0.486
H -3.3190 0.4737 -0.5330 0.512
O -2.9438 1.3091 -0.1891 -0.971
H -0.1769 3.9827 -2.2807 0.464
H 0.6473 3.0198 -1.4140 0.476
O 0.6572 3.8386 -1.9756 -0.939
H 2.5398 -2.1465 -0.3048 0.486
H 1.9352 -3.3726 -0.1112 0.489
O 1.6361 -2.5414 -0.3912 -0.960
```

Computed properties:
- E (eV) = -22838.0372
- E_LUMO (eV) = -2.6
- energy above the lowest of the compared OMol25 structures with the same formula, charge and spin (kJ/mol) = 301.0
- net charge = +1

# 4
Molecular formula: C3H24BF4O9
Method: DFT, ωB97M-V/def2-TZVPD

XYZ file:
```
41
Properties=species:S:1:pos:R:3:nbo_charge:R:1
B 0.8347 -0.9616 -0.1818 1.355
F -0.1169 -1.1106 -1.1928 -0.570
F 1.8338 -1.9433 -0.2821 -0.578
F 1.3940 0.3442 -0.3643 -0.581
F 0.2419 -0.9934 1.1093 -0.575
C -2.2629 2.0952 0.8729 -0.262
O -1.6771 3.2899 0.4236 -0.748
H -3.2018 1.8596 0.3628 0.175
H -1.6586 1.1921 0.7970 0.201
H -2.5482 2.1359 1.9338 0.162
H -2.0220 4.0675 0.8598 0.477
C -3.4337 -1.4799 -0.7890 -0.252
O -4.1165 -0.2942 -0.4230 -0.721
H -4.0725 -2.2642 -1.2224 0.146
H -2.6580 -1.2809 -1.5348 0.176
H -2.9587 -1.9559 0.0670 0.190
H -4.7248 -0.0942 -1.1386 0.461
C 0.8085 2.1706 2.2525 -0.247
O 0.2496 1.0556 2.9109 -0.754
H 0.5034 2.2992 1.2118 0.179
H 0.5760 3.1039 2.7713 0.155
H 1.9064 2.0842 2.2738 0.155
H 0.2527 0.3099 2.2890 0.492
O 2.4784 -4.2859 1.2087 -0.954
H 3.3834 -4.5739 1.3537 0.458
H 2.5561 -3.3671 0.9147 0.492
O 4.0759 0.3675 -0.7495 -0.966
H 3.7060 1.1444 -1.1779 0.470
H 3.2976 -0.1707 -0.5521 0.489
O 1.7749 -1.4720 -3.2974 -0.945
H 2.7063 -1.6929 -3.3891 0.460
H 1.4939 -1.9366 -2.4994 0.483
O -1.1666 0.7295 -3.5189 -0.930
H -1.0447 0.0401 -2.8544 0.484
H -1.8562 0.4067 -4.1067 0.445
O 1.9758 -1.7685 3.4053 -0.946
H 1.9010 -1.4077 2.5167 0.477
H 1.2441 -2.3890 3.4608 0.467
O 0.1397 2.4288 -1.5937 -0.978
H 0.6081 1.6397 -1.2814 0.482
H -0.4228 2.6780 -0.8459 0.474
```

Computed properties:
- E (eV) = -33482.4086
- E_LUMO (eV) = 2.8
- net charge = -1

> What is the formula in the third record?

C3H23N2O8

> What is the E in the fourth record?

-33482.4086 eV

> E_LUMO of number 2 (C3H21O7)?

-2.9 eV